# C16H48MnNO11

C16H48MnNO11 as an isolated structure (ωB97M-V/def2-TZVPD, OMol25).

```
77
Properties=species:S:1:pos:R:3
Mn 1.013 0.880 2.799
N -0.426 0.276 0.664
O -0.408 1.432 1.205
O 0.397 -0.542 1.159
O -1.219 -0.015 -0.214
C -5.852 -1.659 -0.110
C -4.373 -1.464 0.165
O -3.726 -1.239 -1.081
H -6.390 -1.920 0.802
H -5.961 -2.517 -0.775
H -6.276 -0.761 -0.552
H -3.905 -2.327 0.653
H -4.245 -0.634 0.874
H -2.840 -0.886 -0.932
C -3.547 3.255 -2.588
C -3.478 1.932 -1.858
O -4.751 1.304 -1.974
H -4.337 3.932 -2.277
H -3.632 3.061 -3.660
H -2.583 3.775 -2.520
H -3.224 2.088 -0.801
H -2.710 1.292 -2.302
H -4.627 0.373 -1.720
C -2.698 -0.926 4.024
C -1.922 0.386 4.068
O -0.486 0.101 4.088
H -2.574 -1.486 4.954
H -2.290 -1.584 3.253
H -3.752 -0.756 3.821
H -2.163 0.936 4.978
H -2.141 1.015 3.210
H -0.340 -0.350 4.931
C 1.189 4.201 -2.247
C 0.968 2.763 -1.740
O 2.159 2.119 -1.305
H 1.754 4.166 -3.179
H 1.715 4.788 -1.492
H 0.232 4.688 -2.422
H 0.505 2.232 -2.576
H 0.238 2.843 -0.935
H 2.800 2.215 -2.020
C 4.921 1.260 1.018
C 3.860 2.089 1.718
O 2.533 1.597 1.426
H 5.906 1.458 1.450
H 5.040 1.460 -0.048
H 4.743 0.188 1.116
H 3.922 3.142 1.452
H 4.024 1.978 2.791
H 2.345 1.863 0.500
C -0.654 -0.337 -3.888
C -0.629 -1.643 -4.660
O -1.234 -1.405 -5.923
H -0.356 -0.553 -2.859
H -1.690 0.002 -3.837
H -0.031 0.436 -4.331
H -1.188 -2.403 -4.105
H 0.394 -1.999 -4.823
H -1.361 -2.218 -6.417
C 3.594 -2.558 3.013
C 2.341 -1.896 3.533
O 2.467 -0.437 3.491
H 3.747 -2.190 1.994
H 3.481 -3.635 2.909
H 4.490 -2.348 3.599
H 2.211 -2.136 4.591
H 1.487 -2.179 2.926
H 3.349 -0.216 3.818
C 3.571 -1.993 -0.822
C 2.389 -2.847 -0.439
O 2.866 -4.181 -0.223
H 3.196 -0.973 -0.948
H 4.097 -2.291 -1.729
H 4.377 -1.999 -0.085
H 1.612 -2.836 -1.207
H 1.940 -2.478 0.487
H 2.147 -4.706 0.143
```

Its total charge is +1. For the highest occupied orbital energy (spin up / spin down), the calculation gives -0.415 / -0.415 Eh. For the electronic energy, the calculation gives -72694.164 eV. Its max |F| is 1.966 eV Å⁻¹. As for the LUMO energy (spin up / spin down): -3.50 / -3.95 eV. Its spin multiplicity is 6. The expectation value of S² is 8.75.



# C16H48N2O8

A 8-piece molecular cluster, C16H48N2O8 overall (ωB97M-V/def2-TZVPD, OMol25).

```
74
Properties=species:S:1:pos:R:3
C -6.390 -2.085 1.957
O -5.550 -1.314 1.662
N -7.329 -2.356 1.132
N -6.646 -2.515 3.182
H -7.332 -1.979 0.195
H -8.034 -2.987 1.487
H -7.390 -3.140 3.458
H -6.029 -2.116 3.875
C 8.554 -2.976 -0.114
C 9.282 -4.194 0.421
O 9.367 -5.133 -0.609
H 7.545 -3.235 -0.437
H 9.178 -2.470 -0.850
H 8.468 -2.292 0.730
H 8.840 -4.542 1.355
H 10.292 -3.895 0.700
H 9.394 -4.639 -1.432
C 1.632 0.874 -0.672
C 1.115 -0.150 -1.640
O 0.403 -1.121 -0.840
H 0.764 1.260 -0.137
H 2.156 1.715 -1.126
H 2.341 0.362 -0.022
H 1.936 -0.610 -2.189
H 0.590 0.285 -2.490
H -0.451 -0.732 -0.637
C 0.464 4.901 4.796
C 1.244 5.998 4.108
O 2.645 5.681 4.184
H -0.603 5.072 4.653
H 0.581 4.938 5.879
H 0.670 3.863 4.537
H 1.005 6.978 4.521
H 0.826 6.043 3.102
H 3.017 6.479 3.802
C 2.932 -5.225 4.939
C 3.953 -5.355 6.023
O 3.454 -4.768 7.184
H 3.282 -5.521 3.950
H 2.621 -4.205 4.713
H 2.007 -5.710 5.250
H 4.944 -4.927 5.871
H 4.200 -6.410 6.141
H 3.003 -5.413 7.733
C -2.739 5.091 -7.966
C -3.690 4.411 -6.960
O -4.234 5.348 -6.135
H -2.260 4.245 -8.460
H -1.933 5.674 -7.520
H -3.183 5.691 -8.760
H -3.183 3.694 -6.314
H -4.376 3.883 -7.622
H -4.302 4.991 -5.247
C 4.562 -7.843 -5.304
C 3.992 -6.863 -4.312
O 2.899 -6.185 -4.892
H 5.253 -8.397 -4.670
H 5.007 -7.324 -6.153
H 3.804 -8.512 -5.713
H 4.759 -6.241 -3.850
H 3.705 -7.371 -3.392
H 2.543 -5.582 -4.235
C -6.537 7.068 0.676
C -6.606 5.556 0.949
C -7.980 5.085 0.844
O -5.901 4.773 0.032
H -6.787 7.693 1.533
H -7.124 7.354 -0.197
H -5.492 7.361 0.572
H -6.175 5.304 1.917
H -8.286 4.950 -0.194
H -8.706 5.727 1.342
H -8.083 4.079 1.250
H -5.894 3.903 0.437
```

Its total charge is 0. For the highest occupied orbital energy, the calculation gives -0.368 Eh. For the electronic energy, the calculation gives -36727.059 eV. As for the SMILES: NC(N)=O.CC(C)O.CCO.CCO.CCO.CCO.CCO.CCO. Its max |F| is 5.799 eV Å⁻¹. As for the LUMO energy: 0.46 eV.